The following is a DFT calculation (ωB97M-V with the def2-TZVPD basis set) of C53H70BrP2PtSi as an isolated structure.

Element x y z (Å)
Pt  0.427  -0.275  -0.760
C  -4.295  1.136  -0.411
Si  -2.436  1.223  -0.496
C  -2.007  2.467  -1.838
C  -3.126  3.012  -2.483
C  -3.036  3.634  -3.721
C  -1.813  3.678  -4.362
C  -0.681  3.191  -3.721
C  -0.744  2.637  -2.444
P  0.771  2.127  -1.546
C  2.135  2.797  -2.623
C  2.125  4.318  -2.880
C  2.859  4.597  -4.203
C  4.099  3.692  -4.363
C  4.617  3.263  -2.994
C  3.582  2.383  -2.264
C  0.626  3.101  0.021
C  0.577  4.628  -0.045
C  -0.013  5.158  1.275
C  0.422  4.318  2.493
C  1.773  3.658  2.233
C  1.654  2.640  1.088
C  -2.006  1.428  1.324
C  -2.646  2.545  1.879
C  -2.668  2.784  3.243
C  -2.054  1.881  4.092
C  -1.391  0.784  3.565
C  -1.342  0.540  2.186
P  -0.320  -0.864  1.580
C  0.897  -1.111  2.959
C  0.520  -1.834  4.267
C  1.551  -1.460  5.353
C  2.961  -1.261  4.767
C  3.149  -2.170  3.556
C  2.184  -1.765  2.422
C  -1.459  -2.311  1.409
C  -0.740  -3.545  0.794
C  -0.554  -4.679  1.799
C  -1.902  -5.160  2.377
C  -2.969  -4.052  2.364
C  -2.334  -2.685  2.620
H  -4.711  2.111  -0.127
H  -4.591  0.427  0.366
H  -4.745  0.840  -1.364
H  -4.105  2.924  -2.028
H  -3.921  4.049  -4.188
H  -1.725  4.108  -5.353
H  0.262  3.269  -4.243
H  1.912  2.296  -3.570
H  2.658  4.809  -2.067
H  1.127  4.746  -2.903
H  3.154  5.647  -4.226
H  2.176  4.447  -5.045
H  4.878  4.212  -4.920
H  3.848  2.800  -4.944
H  4.850  4.151  -2.399
H  5.548  2.705  -3.093
H  3.764  2.443  -1.190
H  3.735  1.347  -2.558
H  -0.362  2.793  0.368
H  -0.034  4.973  -0.881
H  1.581  5.027  -0.187
H  -1.105  5.163  1.209
H  0.299  6.195  1.404
H  -0.318  3.534  2.696
H  0.465  4.945  3.385
H  2.143  3.156  3.128
H  2.513  4.426  1.982
H  1.337  1.675  1.486
H  2.635  2.475  0.645
H  -3.138  3.257  1.219
H  -3.170  3.661  3.639
H  -2.075  2.033  5.164
H  -0.886  0.118  4.251
H  1.127  -0.073  3.229
H  0.545  -2.909  4.095
H  -0.475  -1.608  4.633
H  1.574  -2.260  6.097
H  1.228  -0.554  5.872
H  3.714  -1.462  5.532
H  3.107  -0.220  4.459
H  2.971  -3.207  3.857
H  4.176  -2.125  3.188
H  1.934  -2.644  1.820
H  2.676  -1.058  1.764
H  -2.133  -1.922  0.651
H  0.215  -3.260  0.355
H  -1.341  -3.917  -0.041
H  0.097  -4.340  2.604
H  -0.030  -5.508  1.319
H  -1.752  -5.505  3.403
H  -2.266  -6.020  1.813
H  -3.742  -4.265  3.104
H  -3.471  -4.027  1.389
H  -1.756  -2.738  3.541
H  -3.099  -1.921  2.766
Br  3.409  -0.277  -0.420
C  3.317  -2.157  -0.518
C  4.362  -2.914  0.089
C  4.356  -4.261  -0.076
C  3.355  -4.868  -0.886
C  2.361  -4.116  -1.488
C  1.430  -4.690  -2.396
C  0.456  -3.877  -3.084
C  0.310  -2.581  -2.780
C  1.142  -1.965  -1.726
C  2.278  -2.695  -1.234
H  5.133  -2.416  0.663
H  5.123  -4.867  0.390
H  3.374  -5.939  -1.061
H  1.529  -5.741  -2.643
H  -0.150  -4.328  -3.859
H  -0.401  -1.973  -3.322
C  -4.548  -2.446  -1.184
C  -3.498  -2.144  -2.276
C  -4.154  -1.441  -3.480
C  -2.911  -3.483  -2.740
C  -2.474  -1.236  -1.700
C  -1.749  -0.372  -1.198
H  -5.336  -3.060  -1.625
H  -5.003  -1.542  -0.788
H  -4.099  -3.005  -0.357
H  -4.938  -2.080  -3.891
H  -3.417  -1.246  -4.261
H  -4.600  -0.488  -3.189
H  -3.743  -4.159  -2.953
H  -2.279  -3.939  -1.977
H  -2.328  -3.362  -3.649

Values from the calculation:
<S²>: 6.05
Highest occupied orbital energy (alpha / beta) (eV): -7.44 / -10.18
Spin multiplicity: 5
ΔE to the lowest compared entry with this formula, charge and spin (eV): 0.212
Total charge: +1
E_tot (a.u.): -5726.7925
Gap between HOMO and LUMO (alpha / beta) (eV): 5.32 / 6.21